A 2-piece molecular cluster, C2H8NO2 overall. Source: the OMol25 dataset; level of theory: ωB97M-V/def2-TZVPD.

- Relative energy (zero: lowest compared OMol25 entry of this formula, charge and spin): 559.07 kJ/mol
- E_LUMO: -4.04 eV
- Net charge: +1
- DFT total energy: -7777.164 eV
- Largest force on an atom: 1.5 eV/Å
- Gap between HOMO and LUMO: 9.67 eV

Geometry as XYZ:
```
13
C2H8NO2 | the OMol25 dataset | ωB97M-V/def2-TZVPD
C 1.77 -0.83 -0.19
C 0.42 1.15 -0.21
N 1.25 0.38 0.36
O -2.85 0.02 -0.08
O -1.51 -0.44 0.13
H 1.50 -0.92 -1.24
H 2.86 -0.86 -0.09
H 1.36 -1.68 0.35
H 0.02 2.02 0.30
H 0.13 0.97 -1.23
H 1.51 0.55 1.33
H -3.09 0.43 0.78
H -3.36 -0.81 -0.21
```

Results of the Löwdin charge analysis, in e, for atoms 1 through 5:
1 C -0.021
2 C 0.131
3 N -0.020
4 O 0.045
5 O -0.261